[1]
This record from the OMol25 dataset describes an isolated molecule of C5H9NOS. The level of theory is ωB97M-V with the def2-TZVPD basis set.

Geometry as XYZ:
```
17
C5H9NOS | the OMol25 dataset | ωB97M-V with the def2-TZVPD basis set
H 0.072 -1.223 1.731
S -1.131 -0.367 -2.327
C -0.018 1.267 -0.673
H 2.137 -0.090 -1.761
C 0.427 0.180 0.369
H -2.473 0.095 1.974
H 2.458 0.946 0.511
C -1.830 -0.254 1.096
C -0.360 -0.431 1.195
H 0.242 2.259 -0.458
N -0.504 1.112 -1.822
H -2.167 0.330 0.197
H 2.210 -0.633 1.068
H -2.228 -1.282 0.884
C 1.922 -0.039 0.221
H -1.003 -1.184 -1.243
O 2.245 -0.688 -0.962
```

Computed properties:
Calculated total energy: -724.01116 Eh
Gap between HOMO and LUMO: 9.81 eV
SMILES: C/C=C(\C=N/S)CO
Highest occupied orbital energy: -0.3318 Ha
Energy relative to the best compared isomer or geometry (same formula, charge and spin): 68.2 kcal per mole
Spin multiplicity: 1

=====

[2]
This record from the OMol25 dataset describes a cluster of 16 separate species, C18H43Cl30NO6P3S in total. The level of theory is ωB97M-V with the def2-TZVPD basis set.

Geometry as XYZ:
```
102
C18H43Cl30NO6P3S | the OMol25 dataset | ωB97M-V with the def2-TZVPD basis set
H -2.751 5.388 6.181
Cl 2.326 -0.615 3.127
C 6.199 1.258 3.679
H -3.719 -6.358 -1.231
Cl -2.766 -4.203 -1.288
H -2.322 0.919 -2.276
Cl 2.888 -4.747 5.759
Cl 0.032 -4.326 5.235
Cl -0.704 0.506 -7.281
H 0.075 -2.759 0.130
H 1.464 -3.078 6.617
H 5.820 -3.776 4.008
H -2.559 -5.083 6.957
H 1.817 -2.838 4.892
C -3.785 -5.468 -0.616
H -7.073 -0.308 0.195
H -2.150 -2.160 0.067
Cl -6.904 -2.449 1.143
C 4.141 1.280 -10.403
H -0.559 3.939 -2.776
H 6.296 0.430 4.369
Cl 0.986 7.550 3.173
C 0.441 1.503 -8.178
H 3.718 -2.527 -1.423
Cl 0.676 3.090 -7.410
H 5.033 1.632 -9.902
H 6.989 1.982 3.842
O 0.479 1.284 -4.396
O -1.861 2.456 -4.316
H 7.618 5.400 -8.945
O -2.591 -0.567 -5.488
Cl 3.098 -3.731 0.501
H -2.673 2.351 -3.802
H -7.037 -6.597 4.711
C -7.139 -5.710 5.324
H -8.547 -1.271 -0.073
Cl -6.889 -1.684 -1.691
Cl 7.750 -4.952 4.661
P -1.479 -1.033 -0.518
Cl 4.644 2.045 3.971
C 1.713 0.997 2.695
H -1.929 -0.209 0.602
H -2.757 -0.724 -1.115
Cl 3.175 2.680 -10.892
H 5.120 -3.016 -0.439
C 0.039 7.726 1.683
H -3.957 -4.531 6.003
H 0.719 1.922 -5.088
Cl -1.581 7.369 6.674
C 0.554 4.735 4.812
C -2.957 6.442 6.052
O -0.732 0.442 -1.180
Cl 5.798 4.202 -9.826
Cl 1.868 3.550 4.932
Cl -8.843 -5.237 5.354
Cl -4.612 -5.666 7.957
S -4.265 -1.680 -3.356
Cl -0.001 0.949 2.310
C 4.114 -2.615 -0.418
H 6.806 4.403 -7.714
H 0.999 -1.277 -0.135
Cl -0.584 6.175 1.126
C 1.571 -3.564 5.655
H 4.400 0.713 -11.289
C 0.081 -1.682 0.293
P -0.603 1.931 -3.425
Cl -3.390 -3.021 7.711
H -3.491 -0.220 -5.547
Cl -4.452 6.842 6.910
Cl 7.279 -2.065 4.711
H 6.050 -3.768 5.772
C -7.463 -1.283 -0.072
C -1.297 0.550 -2.448
H -6.816 -5.908 6.337
C 6.540 -3.672 4.811
C -1.175 -0.881 -3.060
P -2.511 -1.480 -4.169
H 0.796 5.440 4.021
H 0.031 -1.522 1.362
Cl 8.397 3.182 -8.940
O -1.066 -1.854 -2.063
H -0.792 8.389 1.884
Cl -5.479 -4.939 -0.557
H 0.683 8.141 0.918
Cl 4.175 -1.007 0.312
O -1.999 -2.912 -4.662
H -2.491 -3.558 -4.130
Cl -6.112 -4.440 4.646
Cl 6.333 0.630 2.031
H 1.403 1.000 -8.211
C 7.168 4.438 -8.734
H 0.066 1.661 -9.183
N -0.030 3.099 -2.574
H -3.455 -5.682 0.395
H -3.084 6.673 5.002
H 1.868 1.665 3.537
H -0.255 -0.900 -3.656
H 0.458 5.248 5.762
H 2.265 1.355 1.832
Cl 3.250 0.230 -9.295
Cl -0.989 3.965 4.428
C -3.541 -4.628 6.999
```

Computed properties:
Calculated total energy: -16445.91169 Eh
Gap between HOMO and LUMO: 6.04 eV
Highest occupied orbital energy: -0.1591 Ha
Spin multiplicity: 1
Total charge: -1

=====

[3]
This record from the OMol25 dataset describes a structure of composition C3H7N2. The level of theory is ωB97M-V with the def2-TZVPD basis set.

Geometry as XYZ:
```
12
C3H7N2 | the OMol25 dataset | ωB97M-V with the def2-TZVPD basis set
H -1.617 -0.868 0.839
H 0.880 -1.320 1.472
H -1.074 1.358 0.965
H 1.414 -0.173 -1.380
N -1.044 -0.498 0.080
C 0.848 -0.611 0.666
N 0.759 0.779 0.499
C -0.632 0.942 0.177
H 2.589 0.188 -0.351
H -1.307 -0.750 -0.840
C 1.583 -0.075 -0.394
H -0.686 1.676 -0.756
```

Computed properties:
Calculated total energy: -227.60991 Eh
Gap between HOMO and LUMO: 10.12 eV
Highest occupied orbital energy: -0.5648 Ha
Energy relative to the best compared isomer or geometry (same formula, charge and spin): 90.6 kcal per mole
Spin multiplicity: 1
Total charge: +1

=====

Q: Among the records above, which one has the lowest highest occupied orbital energy?
A: C3H7N2